[1]
ORCA calculation (the ωB97M-V functional and the def2-TZVPD basis) on 2 unconnected molecules or ions with the total composition CH7O2.

Computed properties:
frontier orbital gap	14.041	eV
net charge	+1
E_tot	-192.482056	Eh
energy above the lowest of the compared OMol25 structures with the same formula, charge and spin	0.1320	eV

```
10
Properties=species:S:1:pos:R:3:lowdin_charge:R:1
O -1.24 -1.11 1.21 0.0387
H -0.99 -1.70 1.93 0.1123
H -1.80 -0.43 1.62 0.1155
H -0.19 -0.68 0.29 0.1162
C 0.77 1.07 -0.78 0.0504
O 0.19 -0.27 -0.61 0.0601
H 1.47 1.00 -1.60 0.1116
H 1.33 1.33 0.12 0.1110
H -0.04 1.75 -0.94 0.1056
H 0.50 -0.95 -1.23 0.1788
```

[2]
ORCA calculation (the ωB97M-V functional and the def2-TZVPD basis) on a molecular structure, C3H2HgO2.

Computed properties:
frontier orbital gap (alpha / beta)	6.994 / 4.728	eV
⟨S²⟩	2.022
E_tot	-419.227799	Eh
energy above the lowest of the compared OMol25 structures with the same formula, charge and spin	0.0000	eV
2S+1	3

```
8
Properties=species:S:1:pos:R:3:lowdin_charge:R:1
O -0.91 1.24 -0.86 -0.3650
C 0.18 0.91 -0.32 -0.3067
C 0.38 -0.19 0.51 -0.1444
C 0.55 -1.49 0.02 -0.2513
O 0.78 -2.56 0.52 0.0214
Hg -2.85 0.49 -0.74 0.7783
H 0.76 0.16 1.51 0.1228
H 1.11 1.44 -0.64 0.1448
```

[3]
ORCA calculation (the ωB97M-V functional and the def2-TZVPD basis) on a molecular structure, C37H29BBrF9GaO6.

Computed properties:
frontier orbital gap	5.200	eV
net charge	-1
E_tot	-7301.411444	Eh

```
84
Properties=species:S:1:pos:R:3:lowdin_charge:R:1
C 0.69 -0.40 3.58 -0.2168
C -0.58 0.44 3.63 -0.7876
Br -1.77 -0.37 5.00 0.5786
C -1.37 0.55 2.29 -0.3228
Ga -0.94 -0.87 0.84 0.4867
C -1.52 -0.19 -1.05 -0.2377
C -0.47 -0.69 -2.10 -0.1732
C 0.37 0.39 -2.76 -0.4406
F -0.42 1.46 -2.99 0.1142
F 0.76 -0.03 -4.00 0.0883
C 1.58 0.95 -1.97 -0.3853
F 1.94 2.12 -2.52 0.1530
F 1.16 1.24 -0.75 0.1604
C 2.80 0.01 -1.80 -0.3631
F 3.68 0.70 -1.04 0.1534
F 2.54 -1.10 -1.15 0.1728
C 3.59 -0.38 -3.09 -0.5600
F 3.16 -1.49 -3.67 0.1570
F 3.68 0.58 -3.99 0.2003
F 4.84 -0.66 -2.71 0.1676
B -1.62 -2.81 1.27 -0.6787
O -0.70 -3.87 1.22 0.0355
O -2.91 -3.20 1.61 0.0549
H 1.36 -0.10 2.77 0.0501
H 0.48 -1.47 3.57 0.0590
H 1.24 -0.21 4.51 0.0627
H -0.29 1.43 3.96 0.0590
H -2.44 0.63 2.49 0.0184
H -1.08 1.52 1.85 0.0403
H 0.68 -0.97 0.76 -0.0125
H -2.49 -0.62 -1.28 0.0385
H -1.57 0.90 -0.96 0.0376
H 0.11 -1.50 -1.65 0.0870
H -1.04 -1.15 -2.92 0.1086
H 0.12 -3.50 0.87 0.0450
H -2.93 -4.16 1.50 0.0801
C -2.71 4.96 8.06 -0.0544
C -2.88 6.27 8.50 -0.0630
C -2.23 7.31 7.85 -0.0086
C -1.40 7.04 6.76 -0.0858
C -1.22 5.72 6.34 -0.0784
C -1.88 4.68 6.99 0.0084
C -0.30 5.40 5.22 -0.2750
O -0.14 4.25 4.85 0.1198
C 0.43 6.52 4.55 -0.0787
C 1.33 6.23 3.54 0.0039
C 2.00 7.27 2.90 -0.0564
C 1.77 8.59 3.28 -0.0629
C 0.87 8.87 4.30 -0.0077
C 0.21 7.84 4.94 -0.0849
C -0.73 8.16 6.06 -0.2786
O -0.93 9.31 6.39 0.0959
H -3.23 4.15 8.57 0.1082
H -3.52 6.48 9.35 0.1039
H -2.37 8.33 8.18 0.1172
H -1.75 3.66 6.66 0.1254
H 1.51 5.21 3.24 0.1246
H 2.71 7.04 2.12 0.1076
H 2.29 9.39 2.78 0.1042
H 0.70 9.90 4.59 0.1175
C -1.48 -9.49 -5.91 -0.0662
C -2.28 -8.93 -4.92 -0.0623
C -2.07 -7.62 -4.52 -0.0008
C -1.06 -6.87 -5.10 -0.0797
C -0.24 -7.43 -6.08 -0.0836
C -0.47 -8.74 -6.49 -0.0083
C 0.87 -6.66 -6.68 -0.2798
O 1.58 -7.15 -7.54 0.0935
C 1.11 -5.27 -6.20 -0.0888
C 2.19 -4.55 -6.71 -0.0054
C 2.41 -3.25 -6.28 -0.0440
C 1.56 -2.66 -5.35 -0.0532
C 0.49 -3.38 -4.84 0.0268
C 0.27 -4.69 -5.25 -0.0759
C -0.86 -5.46 -4.67 -0.2756
O -1.60 -4.95 -3.86 0.1189
H -1.65 -10.51 -6.23 0.1032
H -3.06 -9.52 -4.46 0.1048
H -2.69 -7.18 -3.75 0.1221
H 0.16 -9.18 -7.26 0.1173
H 2.85 -5.01 -7.44 0.1170
H 3.25 -2.69 -6.68 0.1092
H 1.73 -1.66 -5.03 0.0699
H -0.16 -2.92 -4.11 0.1077
```

[4]
ORCA calculation (the ωB97M-V functional and the def2-TZVPD basis) on a molecular structure, C48H36N5OPPdSeSi.

Computed properties:
frontier orbital gap (alpha / beta)	7.020 / 7.224	eV
⟨S²⟩	2.007
E_tot	-5359.972435	Eh
2S+1	3

```
94
Properties=species:S:1:pos:R:3:lowdin_charge:R:1
Pd -1.06 0.38 -0.74 0.8876
Se -5.69 -5.71 0.72 1.1039
N -4.17 -5.54 -0.19 -0.2263
C -3.98 -4.26 -0.38 -0.3380
C -2.82 -3.71 -1.06 -0.0932
C -1.80 -4.52 -1.56 0.0023
C -0.70 -3.93 -2.15 -0.0416
C -0.64 -2.54 -2.18 -0.1060
N -1.60 -1.76 -1.70 0.0577
C -2.70 -2.32 -1.18 -0.1568
C -3.78 -1.42 -0.70 -0.1673
N -3.65 -0.12 -0.96 0.0804
C -4.58 0.71 -0.52 -0.1158
C -5.70 0.29 0.20 -0.0358
C -5.85 -1.05 0.45 0.0049
C -4.88 -1.94 -0.02 -0.0903
C -5.00 -3.38 0.16 -0.3354
N -5.99 -3.95 0.78 -0.2248
H -1.89 -5.59 -1.47 0.1190
H 0.11 -4.52 -2.56 0.1128
H 0.24 -2.03 -2.57 0.1115
H -4.42 1.76 -0.75 0.1157
H -6.42 1.02 0.54 0.1066
H -6.71 -1.43 0.99 0.1168
O -0.31 1.75 -2.00 -0.4696
Si 1.20 1.96 -2.49 0.4241
C 2.10 3.33 -1.55 -0.2380
C 3.44 3.25 -1.19 -0.0919
C 4.10 4.31 -0.58 -0.0945
C 3.41 5.49 -0.32 -0.1075
C 2.07 5.59 -0.65 -0.0995
C 1.42 4.52 -1.26 -0.0942
C 1.25 2.42 -4.31 -0.2286
C 2.11 3.39 -4.82 -0.0866
C 2.15 3.68 -6.17 -0.0924
C 1.31 3.01 -7.05 -0.1002
C 0.44 2.04 -6.56 -0.0934
C 0.41 1.75 -5.20 -0.0958
C 2.20 0.37 -2.27 -0.2316
C 2.25 -0.23 -1.00 -0.1125
C 2.96 -1.41 -0.79 -0.0831
C 3.64 -2.00 -1.84 -0.0933
C 3.62 -1.42 -3.10 -0.0926
C 2.90 -0.24 -3.31 -0.0885
H 3.99 2.33 -1.39 0.1013
H 5.15 4.22 -0.32 0.0995
H 3.92 6.32 0.15 0.0984
H 1.53 6.51 -0.44 0.1004
H 0.37 4.61 -1.52 0.1075
H 2.77 3.93 -4.14 0.0975
H 2.82 4.44 -6.55 0.0982
H 1.33 3.23 -8.11 0.0970
H -0.22 1.51 -7.24 0.0977
H -0.28 1.01 -4.83 0.1017
H 1.73 0.22 -0.17 0.0710
H 2.98 -1.85 0.20 0.0841
H 4.20 -2.92 -1.68 0.0981
H 4.15 -1.88 -3.92 0.0986
H 2.89 0.20 -4.30 0.0988
N -1.46 0.12 1.13 -0.3507
P -0.52 -0.24 2.34 0.7649
C 0.53 1.14 2.87 -0.2892
C 0.99 1.26 4.18 -0.0998
C 1.83 2.30 4.53 -0.0795
C 2.22 3.23 3.58 -0.0715
C 1.76 3.12 2.27 -0.0520
C 0.91 2.08 1.92 -0.0724
C 0.60 -1.67 2.17 -0.3012
C 1.74 -1.84 2.94 -0.0735
C 2.50 -3.00 2.82 -0.0803
C 2.12 -3.99 1.92 -0.0860
C 0.99 -3.82 1.14 -0.0758
C 0.23 -2.66 1.27 -0.0871
C -1.51 -0.65 3.81 -0.2918
C -2.37 0.33 4.29 -0.0837
C -3.20 0.07 5.37 -0.0788
C -3.17 -1.19 5.97 -0.0857
C -2.32 -2.17 5.49 -0.0805
C -1.49 -1.90 4.41 -0.0702
H 0.67 0.55 4.94 0.1076
H 2.18 2.39 5.56 0.1029
H 2.89 4.04 3.85 0.1047
H 2.06 3.84 1.52 0.0845
H 0.53 2.02 0.91 0.0716
H 2.05 -1.07 3.64 0.0997
H 3.39 -3.13 3.42 0.1060
H 2.71 -4.89 1.82 0.1048
H 0.69 -4.58 0.44 0.0970
H -0.67 -2.52 0.68 0.0769
H -2.40 1.30 3.81 0.1111
H -3.86 0.83 5.75 0.1035
H -3.81 -1.40 6.82 0.1024
H -2.30 -3.15 5.96 0.1030
H -0.83 -2.68 4.04 0.1006
```

no.,F_max (hartree/bohr)
1,0.017
2,0.077
3,0.031
4,0.006